Model one:
# C21H38F6N2O3P2S2

A 2-piece molecular cluster, C21H38F6N2O3P2S2 overall (ωB97M-V/def2-TZVPD, OMol25).

Bonds (Å) are listed after each position.
Cartesian coordinates (Å):
1 S -0.5904 3.6310 2.3460  C17 1.857, C31 1.859
2 S 1.0217 6.0029 3.1291  C17 1.641
3 P -1.3492 -3.4689 -7.3538  F5 1.638, F6 1.632, F7 1.626, F8 1.626, F9 1.626, F10 1.633
4 P -4.0299 -0.2589 -0.9675  C21 1.869, C28 1.873, C32 1.867
5 F -0.3549 -3.0342 -6.1263  P3 1.638
6 F -1.3602 -1.8378 -7.4183  P3 1.632
7 F -2.8958 -3.3956 -7.8507  P3 1.626
8 F -0.3728 -4.7582 -7.5256  P3 1.626
9 F -0.9526 -3.4233 -8.9296  P3 1.626
10 F -2.1390 -4.3528 -6.2307  P3 1.633
11 O 1.3945 -2.6362 -4.2194  C30 1.401, C36 1.449
12 O 1.8112 -2.0069 1.7314  C19 1.427, C34 1.446
13 O 1.4238 0.1235 -1.2918  C16 1.365, C23 1.447
14 N 1.2808 3.6073 4.4269  C17 1.417, C27 1.487, C33 1.480
15 N 0.2134 -1.0321 -2.9061  C16 1.377, C25 1.376, C30 1.494
16 C 0.2057 -0.3021 -1.7381  O13 1.365, N15 1.377, C20 1.458
17 C 0.7025 4.4198 3.4207  S1 1.857, S2 1.641, N14 1.417
18 C 1.3002 1.2067 3.7922  C27 1.600, H42 1.117, H45 1.121, H68 1.112
19 C 1.2755 -3.2207 2.2562  O12 1.427, C29 1.579, H43 1.119, H70 1.124
20 C -1.0691 -0.0177 -1.0905  C16 1.458, C21 1.472, C22 1.566
21 C -2.3211 -0.5246 -1.6750  P4 1.869, C20 1.472, C24 1.454
22 C -1.1383 0.8519 0.2098  C20 1.566, C26 1.588, H62 1.114, H63 1.120
23 C 1.7446 -0.3238 0.0462  O13 1.447, C34 1.558, H52 1.122, H74 1.117
24 C -2.2363 -1.2887 -2.9086  C21 1.454, C25 1.428, H71 1.113
25 C -0.9460 -1.4991 -3.4820  N15 1.376, C24 1.428, H51 1.125
26 C -0.6063 2.2998 -0.1667  C22 1.588, C31 1.559, H53 1.121, H69 1.125
27 C 2.1708 2.5457 3.8870  N14 1.487, C18 1.600, H40 1.113, H57 1.123
28 C -4.1159 -0.7971 0.8244  P4 1.873, H61 1.116, H65 1.113, H73 1.122
29 C -0.2105 -3.0841 2.7711  C19 1.579, H41 1.117, H54 1.128, H64 1.116
30 C 1.4512 -1.3438 -3.6826  O11 1.401, N15 1.494, H37 1.124, H66 1.112
31 C 0.3405 2.9463 0.8893  S1 1.859, C26 1.559, H38 1.113, H72 1.126
32 C -4.6028 1.5071 -1.1659  P4 1.867, H46 1.121, H48 1.120, H59 1.120
33 C 1.9034 4.3902 5.5179  N14 1.480, C35 1.579, H56 1.111, H67 1.126
34 C 1.3860 -1.8063 0.3640  O12 1.446, C23 1.558, H39 1.116, H55 1.125
35 C 3.3755 4.8901 5.2417  C33 1.579, H49 1.123, H50 1.111, H58 1.118
36 C 1.6130 -3.5849 -3.1462  O11 1.449, H44 1.113, H47 1.117, H60 1.118
37 H 1.4235 -0.6594 -4.5743  C30 1.124
38 H 1.1916 2.3079 1.2160  C31 1.113
39 H 0.2963 -2.0447 0.3400  C34 1.116
40 H 3.0195 2.2871 4.5591  C27 1.113
41 H -0.5142 -3.9325 3.4309  C29 1.117
42 H 0.6332 1.2222 4.6877  C18 1.117
43 H 1.4081 -4.0617 1.5294  C19 1.119
44 H 2.4778 -4.2535 -3.3532  C36 1.113
45 H 1.9692 0.3075 3.7703  C18 1.121
46 H -5.6810 1.5285 -0.8613  C32 1.121
47 H 1.8551 -3.0085 -2.2209  C36 1.117
48 H -4.5339 1.7971 -2.2458  C32 1.120
49 H 3.5003 5.8507 5.8090  C35 1.123
50 H 3.6082 5.0244 4.1638  C35 1.111
51 H -0.9009 -2.0634 -4.4538  C25 1.125
52 H 2.8601 -0.2421 0.1378  C23 1.122
53 H -0.1764 2.2834 -1.2015  C26 1.121
54 H -0.8699 -3.1702 1.8600  C29 1.128
55 H 2.0046 -2.5272 -0.2392  C34 1.125
56 H 1.2382 5.2313 5.8087  C33 1.111
57 H 2.5208 2.8260 2.8579  C27 1.123
58 H 4.0889 4.1699 5.7139  C35 1.118
59 H -4.0847 2.2541 -0.5110  C32 1.120
60 H 0.6577 -4.1289 -2.9452  C36 1.118
61 H -4.7133 -0.0803 1.4374  C28 1.116
62 H -0.6187 0.3760 1.0729  C22 1.114
63 H -2.2045 0.9829 0.5262  C22 1.120
64 H -0.4189 -2.0835 3.2193  C29 1.116
65 H -4.5260 -1.8231 0.9579  C28 1.113
66 H 2.3982 -1.1098 -3.1483  C30 1.112
67 H 1.9454 3.7022 6.4078  C33 1.126
68 H 0.6441 1.1819 2.8946  C18 1.112
69 H -1.5047 2.9721 -0.2438  C26 1.125
70 H 1.8857 -3.4806 3.1632  C19 1.124
71 H -3.1699 -1.6571 -3.3887  C24 1.113
72 H 0.8041 3.8466 0.3980  C31 1.126
73 H -3.0798 -0.8052 1.2558  C28 1.122
74 H 1.3388 0.3331 0.8534  C23 1.117

## Properties
total charge	0

Atom charges from the Mulliken analysis, given in e for atoms 1 to 6:
1. S -0.126
2. S -0.154
3. P 0.821
4. P 0.153
5. F -0.246
6. F -0.344


Model two:
# C21H38F6N2O3P2S2

A 2-piece molecular cluster, C21H38F6N2O3P2S2 overall (ωB97M-V/def2-TZVPD, OMol25).

Bonds (Å) are listed after each position.
Cartesian coordinates (Å):
1 S 4.2447 -5.1174 -2.7643  C33 1.700
2 S 3.5076 -2.9673 -0.7189  C33 1.911, C36 1.907
3 P 2.7007 2.9542 1.9962  C20 1.914, C24 1.910, C32 1.913
4 P -2.9868 7.9615 -1.2765  F5 1.558, F6 1.558, F7 1.558, F8 1.558, F9 1.558, F10 1.558
5 F -1.8693 7.5268 -2.2721  P4 1.558
6 F -4.5395 8.0083 -1.1546  P4 1.558
7 F -3.1003 6.4118 -1.3963  P4 1.558
8 F -2.0132 9.0603 -0.7536  P4 1.558
9 F -3.4687 8.9811 -2.3518  P4 1.558
10 F -2.9280 7.7798 0.2702  P4 1.558
11 O -2.6166 -1.6670 1.3290  C26 1.471, C31 1.501
12 O -1.1647 0.2834 -1.6615  C18 1.470, C34 1.469
13 O -3.6510 3.8529 -1.5289  C27 1.496, C30 1.473
14 N 2.4576 -5.7037 -0.5912  C22 1.512, C33 1.512, C35 1.512
15 N -1.4017 2.7841 -1.1504  C17 1.543, C18 1.543, C27 1.529
16 C -1.8119 -1.1088 3.7671  C26 1.660, H39 1.180, H69 1.193, H74 1.184
17 C -0.9485 4.0942 -0.4720  N15 1.543, C21 1.642, H51 1.194
18 C -0.6488 1.4538 -0.9376  O12 1.470, N15 1.543, C25 1.671
19 C 2.1985 -0.3432 -1.1782  C28 1.639, C36 1.639, H54 1.193, H56 1.192
20 C 1.1931 2.8240 0.8235  P3 1.914, C21 1.640, C25 1.661
21 C 0.3370 4.1944 0.5445  C17 1.642, C20 1.640, H48 1.193
22 C 0.9856 -5.3804 -0.7139  N14 1.512, C23 1.673, H42 1.190, H46 1.179
23 C 0.6097 -4.4676 0.6363  C22 1.673, H47 1.181, H68 1.187, H73 1.170
24 C 4.3648 2.8414 1.0663  P3 1.910, H52 1.180, H66 1.188, H71 1.194
25 C 0.6916 1.4366 0.0604  C18 1.671, C20 1.661, C28 1.671
26 C -3.0565 -1.3913 2.7053  O11 1.471, C16 1.660, H44 1.194, H59 1.176
27 C -2.6108 2.9278 -2.0753  O13 1.496, N15 1.529, H53 1.194, H70 1.170
28 C 1.5801 0.0400 0.2909  C19 1.639, C25 1.671, H64 1.170, H72 1.194
29 C 2.0657 -7.7946 -2.1917  C35 1.639, H37 1.172, H43 1.194, H61 1.180
30 C -4.3201 3.1117 -0.4459  O13 1.473, H38 1.170, H55 1.180, H67 1.173
31 C -2.3353 -0.3885 0.5942  O11 1.501, C34 1.638, H45 1.170, H50 1.194
32 C 2.6059 1.6710 3.4112  P3 1.913, H41 1.175, H57 1.175, H63 1.184
33 C 3.3401 -4.7557 -1.3713  S1 1.700, S2 1.911, N14 1.512
34 C -1.5315 -0.8223 -0.7660  O12 1.469, C31 1.638, H62 1.194, H65 1.184
35 C 2.7699 -7.1590 -0.8549  N14 1.512, C29 1.639, H40 1.194, H49 1.170
36 C 2.1443 -1.9354 -1.5640  S2 1.907, C19 1.639, H58 1.194, H60 1.170
37 H 1.8326 -7.0081 -3.0287  C29 1.172
38 H -3.8732 2.0301 -0.4423  C30 1.170
39 H -0.8446 -1.7389 3.5231  C16 1.180
40 H 2.3506 -7.7629 0.0856  C35 1.194
41 H 3.6561 1.1943 3.6351  C32 1.175
42 H 0.7888 -4.7285 -1.6899  C22 1.190
43 H 2.8039 -8.6474 -2.5822  C29 1.194
44 H -3.5838 -2.3831 3.1098  C26 1.194
45 H -1.7298 0.2737 1.3453  C31 1.170
46 H 0.2690 -6.3149 -0.6547  C22 1.179
47 H 1.2488 -4.9387 1.5105  C23 1.181
48 H 0.6895 5.2163 1.0500  C21 1.193
49 H 3.9274 -7.3304 -0.8593  C35 1.170
50 H -3.4180 0.0522 0.3514  C31 1.194
51 H -1.5280 5.1166 -0.6820  C17 1.194
52 H 4.6336 1.7683 0.6567  C24 1.180
53 H -2.1956 3.4854 -3.0459  C27 1.194
54 H 1.7152 0.3712 -2.0019  C19 1.193
55 H -4.0269 3.6031 0.5857  C30 1.180
56 H 3.3517 -0.0424 -1.1613  C19 1.192
57 H 2.1566 2.0890 4.4138  C32 1.175
58 H 2.4041 -2.0044 -2.7272  C36 1.194
59 H -3.8750 -0.5470 2.7166  C26 1.176
60 H 1.0985 -2.4448 -1.4413  C36 1.170
61 H 1.0836 -8.3564 -1.8573  C29 1.180
62 H -2.2804 -1.5148 -1.3865  C34 1.194
63 H 1.8967 0.7879 3.0673  C32 1.184
64 H 0.9704 -0.8107 0.8144  C28 1.170
65 H -0.6307 -1.5335 -0.4759  C34 1.184
66 H 5.2175 3.1062 1.8499  C24 1.188
67 H -5.4754 3.0079 -0.6180  C30 1.173
68 H -0.5586 -4.5061 0.8452  C23 1.187
69 H -1.5167 0.0366 3.6133  C16 1.193
70 H -3.0449 1.9099 -2.4554  C27 1.170
71 H 4.3885 3.6583 0.1961  C24 1.194
72 H 2.5180 0.2481 0.9996  C28 1.194
73 H 0.9327 -3.3476 0.5360  C23 1.170
74 H -2.1458 -1.1912 4.9003  C16 1.184

## Properties
total charge	0

Atom charges from the Mulliken analysis, given in e for atoms 1 to 6:
1. S -0.110
2. S -0.086
3. P 0.158
4. P 0.726
5. F -0.348
6. F -0.331


Q: Which of them is the most stable? A: model one.